(1)
Below is C3H6N2O2S in the gas phase, with properties calculated with wB97M-V/def2-TZVPD.

Structure (XYZ):
```
14
Properties=species:S:1:pos:R:3:forces:R:3
C 2.1080 -0.0817 0.4942 -2.520 -0.470 -2.036
C 1.0455 -0.7157 0.9762 -2.797 -1.199 1.821
C -2.5790 0.5368 -0.2186 5.927 1.082 1.054
N -1.1667 0.5658 -0.0832 -4.246 -1.579 -0.954
N 2.1436 0.2895 -0.8224 2.216 0.228 -0.140
O -0.4552 1.5497 -0.2776 0.486 0.787 0.221
O -3.2371 -0.5924 -0.0422 -0.716 -0.378 -0.026
S -0.3597 -1.1143 -0.0357 0.340 0.598 -0.329
H 2.9202 0.2207 1.0457 1.799 0.341 1.391
H 0.6927 -1.0226 1.9937 1.599 0.792 -0.677
H -2.8982 1.5512 -0.0136 -1.065 -0.328 -0.345
H 3.0536 0.0684 -1.2122 -0.134 0.465 -0.257
H 1.4003 0.0554 -1.4463 -0.589 -0.217 0.115
H -2.6679 -1.3108 -0.3577 -0.300 -0.122 0.161
```
Forces are in eV/Å.

* HOMO: -7.83 eV
* relative energy (zero: lowest compared OMol25 entry of this formula, charge and spin): 5.618 eV
* orbital gap: 0.3059 hartree

(2)
Below is 2 unconnected molecules or ions with the total composition C3H6N2O2S, with properties calculated with wB97M-V/def2-TZVPD.

Structure (XYZ):
```
14
Properties=species:S:1:pos:R:3:forces:R:3
C -0.7254 0.8956 0.2068 -4.613 -0.333 0.633
C -0.3960 -2.2459 -0.1741 0.473 -6.460 2.720
C 1.2554 2.0413 -0.1489 1.170 -2.043 0.488
N -1.2093 -1.1773 -0.1266 -1.654 4.473 0.197
N 0.5882 0.9011 0.4488 1.247 -0.261 1.820
O -2.3222 -0.9706 -0.3674 0.584 -2.006 0.049
O 1.0850 0.0970 1.2224 -0.564 1.258 -1.447
S -2.1699 1.4738 0.3383 2.746 -0.327 -0.253
H -1.0505 -3.2564 -0.1123 1.409 2.083 -0.776
H 0.4046 -2.4468 0.6806 -1.733 1.348 -1.159
H 0.2342 -2.1368 -1.0192 0.534 -0.027 -1.465
H 2.2660 1.8686 -0.0808 2.564 -0.142 0.804
H 0.9323 2.9033 0.2878 -0.993 2.420 1.470
H 1.1077 2.0532 -1.1555 -1.169 0.018 -3.080
```
Forces are in eV/Å.

* net charge: +2
* HOMO (spin up / spin down): -20.05 / -19.55 eV
* relative energy (zero: lowest compared OMol25 entry of this formula, charge and spin): 1.769 eV
* orbital gap (spin up / spin down): 0.2649 / 0.2327 hartree

(3)
Below is C3H6N2O3 in the gas phase, with properties calculated with wB97M-V/def2-TZVPD.

Structure (XYZ):
```
14
Properties=species:S:1:pos:R:3:forces:R:3
C -0.2655 1.5310 1.5109 -0.340 -0.810 0.530
N -0.6632 -1.3209 -0.4116 1.006 0.083 -1.052
C 0.5174 -0.8945 -0.7519 -1.082 -1.732 0.902
C -0.5849 0.9000 0.1791 0.029 3.131 -1.508
O -1.0499 -2.4900 -1.0848 -0.089 -0.557 -0.015
O 1.5192 -1.6724 -1.1787 -0.004 0.035 -0.501
N 0.7088 0.4167 -0.4891 -1.623 0.485 0.191
O -1.6021 1.1655 -0.4288 1.920 -0.825 0.917
H -1.9395 -2.2692 -1.4132 0.454 -0.054 0.333
H 2.3383 -1.1719 -1.2774 -0.153 0.050 -0.194
H 1.6127 0.7131 -0.1512 -0.206 0.113 0.553
H 0.5177 0.9797 2.0336 -0.047 0.121 0.050
H -1.1677 1.5527 2.1256 0.127 0.074 -0.081
H 0.0588 2.5603 1.3375 0.009 -0.114 -0.125
```
Forces are in eV/Å.

* HOMO: -8.67 eV
* relative energy (zero: lowest compared OMol25 entry of this formula, charge and spin): 4.018 eV
* orbital gap: 0.3279 hartree

(4)
Below is C3H6N2O3 in the gas phase, with properties calculated with wB97M-V/def2-TZVPD.

Structure (XYZ):
```
14
Properties=species:S:1:pos:R:3:forces:R:3
C 3.1805 -0.9497 0.0917 -4.102 4.184 -0.179
C 0.3935 1.2088 0.4134 0.389 -1.392 -0.224
C -2.4045 -0.8114 0.0695 0.159 -1.039 -1.153
H 3.2123 -1.9576 0.6752 0.192 1.905 -1.891
H 3.9587 -0.0789 -0.0296 -0.784 -2.284 0.554
H 0.4999 2.2178 0.0935 -0.633 1.273 0.755
H 0.3200 0.9539 1.5494 0.886 0.374 -2.099
H -0.4988 -1.2472 -0.7616 -1.240 0.990 1.963
H -2.8703 -1.7928 0.0777 0.770 -1.012 0.273
N 1.9007 -0.4590 -0.1270 3.666 -5.379 2.338
N -1.0138 -0.7255 0.0413 1.632 1.788 -1.552
O 1.6519 0.8271 -0.3099 0.328 1.068 0.652
O -0.7356 0.7622 -0.2387 -0.067 -2.473 0.122
O -3.1472 0.0995 -0.0079 -1.196 1.996 0.442
```
Forces are in eV/Å.

* HOMO: -9.65 eV
* relative energy (zero: lowest compared OMol25 entry of this formula, charge and spin): 7.443 eV
* orbital gap: 0.3784 hartree

(5)
Below is C3H6N2O3 in the gas phase, with properties calculated with wB97M-V/def2-TZVPD.

Structure (XYZ):
```
14
Properties=species:S:1:pos:R:3:forces:R:3
C -2.1213 0.8406 -0.2068 1.534 -0.359 0.649
C 0.3977 -0.5981 1.5527 -1.647 -0.771 -1.118
C 0.9969 -0.1695 -1.6031 -0.442 1.957 -0.491
H -2.6401 -0.0796 -0.4879 -0.017 0.308 -0.073
H -2.2806 1.7604 -0.7557 -0.181 0.161 0.554
H 0.7233 0.3960 1.8555 -0.489 -0.038 0.039
H 0.2453 -1.2848 2.3785 0.742 -0.373 -0.141
H 2.5720 0.2902 -0.3264 -2.011 -0.733 0.242
H 1.1242 0.7852 -2.2761 0.623 -1.346 1.248
N -1.1304 0.7447 0.6283 -2.677 1.411 -2.680
N 1.5457 -0.0192 -0.3202 1.678 0.124 -0.512
O -0.9741 -0.5596 0.9443 2.893 -0.234 2.100
O 1.3009 -1.0922 0.5810 0.153 0.597 0.107
O 0.2406 -1.0139 -1.9641 -0.158 -0.704 0.077
```
Forces are in eV/Å.

* HOMO: -9.66 eV
* relative energy (zero: lowest compared OMol25 entry of this formula, charge and spin): 5.830 eV
* orbital gap: 0.3881 hartree

(6)
Below is C3H6N2O3 in the gas phase, with properties calculated with wB97M-V/def2-TZVPD.

Structure (XYZ):
```
14
Properties=species:S:1:pos:R:3:forces:R:3
C -0.7990 0.0247 -0.8598 0.643 -0.720 -2.965
C -1.7170 -0.0944 0.2886 -0.116 -0.770 0.388
C 1.1741 -1.0013 0.1513 -1.022 -2.311 -2.291
H 1.4305 1.7007 -0.7419 -0.688 -0.319 1.315
H -0.9915 -0.8892 -1.4850 0.106 0.928 0.570
H -1.1117 0.9077 -1.4981 0.687 -0.842 0.727
H -0.6411 1.1740 1.3115 -0.306 -0.117 -0.360
H 0.9187 -2.0225 -0.2486 -0.243 1.078 0.455
H 2.2193 0.0562 1.1812 0.473 1.662 0.605
N 0.6474 0.0406 -0.6072 -2.117 -1.426 -1.161
N 2.0257 -0.8946 1.0281 1.312 -1.285 1.566
O 0.9135 1.2192 -0.0380 2.119 3.805 -0.035
O -1.5068 0.7294 1.3624 -0.673 -1.015 -0.427
O -2.5621 -0.9505 0.1556 -0.174 1.331 1.614
```
Forces are in eV/Å.

* HOMO: -9.85 eV
* relative energy (zero: lowest compared OMol25 entry of this formula, charge and spin): 3.585 eV
* orbital gap: 0.3683 hartree

(7)
Below is a molecular structure, C3H6N2O3, with properties calculated with wB97M-V/def2-TZVPD.

Structure (XYZ):
```
14
Properties=species:S:1:pos:R:3:forces:R:3
N -0.4493 0.8968 0.4876 1.544 2.643 1.034
C -0.7339 -0.9546 -0.9249 1.850 0.387 0.890
C 0.4141 -0.1169 0.3961 -3.160 -4.018 -3.201
N -0.5769 1.7325 -0.5112 0.187 -0.492 0.632
C 1.1712 -1.0746 0.8963 0.259 0.722 0.526
O 1.0301 1.4002 1.6502 -0.552 0.869 -0.033
O -1.4661 -1.9392 -0.3929 -0.011 -0.189 0.015
O -0.6748 -0.6943 -2.0931 -0.233 -0.016 0.188
H 1.5248 1.9976 1.0702 -0.149 0.051 0.059
H -1.8769 -2.4540 -1.1134 0.029 0.223 0.040
H 0.1164 1.7912 -1.2515 -0.275 -0.039 0.099
H -1.3799 2.3407 -0.4630 0.266 -0.032 -0.050
H 1.9163 -0.8260 1.6345 -0.043 -0.140 0.129
H 0.9850 -2.0995 0.6151 0.288 0.031 -0.328
```
Forces are in eV/Å.

* HOMO (spin up / spin down): -8.46 / -8.47 eV
* relative energy (zero: lowest compared OMol25 entry of this formula, charge and spin): 7.672 eV
* orbital gap (spin up / spin down): 0.3058 / 0.3060 hartree

(8)
Below is C3H6N2O3 in the gas phase, with properties calculated with wB97M-V/def2-TZVPD.

Structure (XYZ):
```
14
Properties=species:S:1:pos:R:3:forces:R:3
C -0.9711 -0.0103 1.5719 -4.178 -1.347 -0.142
C 0.8643 0.8281 -1.0123 -4.156 -1.161 1.869
C 0.4684 -0.6678 -1.3427 0.646 -0.766 -0.760
H -0.2604 1.9052 1.7261 0.089 -0.427 -0.418
H 1.7628 1.1449 -1.4790 0.900 0.114 -0.090
H 0.0252 1.5148 -1.1550 0.365 0.100 -0.603
H 0.2695 -1.0637 -2.4272 0.169 1.503 1.913
H 1.4863 -1.0426 -1.1009 -0.992 -1.270 0.469
H -1.0349 -2.0564 1.1038 -1.268 -1.333 0.707
N -0.3479 1.1449 1.0408 1.047 -1.739 0.424
N -0.5566 -1.2716 0.7881 0.974 3.707 1.866
O -1.9620 0.0205 2.3990 5.119 -0.195 -3.255
O 0.9585 0.8139 0.4863 -0.527 0.982 -0.693
O -0.7020 -1.2598 -0.5991 1.814 1.830 -1.287
```
Forces are in eV/Å.

* HOMO: -9.31 eV
* relative energy (zero: lowest compared OMol25 entry of this formula, charge and spin): 6.239 eV
* orbital gap: 0.3728 hartree

(9)
Below is C3H6N2O5 in the gas phase, with properties calculated with wB97M-V/def2-TZVPD.

Structure (XYZ):
```
16
Properties=species:S:1:pos:R:3:forces:R:3
C 1.4422 -1.1212 -0.0662 -0.559 -0.553 -0.298
C -1.3923 0.0369 -0.5780 -1.599 -0.313 2.628
C 0.9407 0.2552 -0.4527 0.888 1.454 0.750
N 1.2086 -1.3645 1.1999 -0.475 -1.228 1.420
N 1.6839 1.2909 0.5952 0.145 -0.762 -2.338
O 2.2924 2.1709 0.0566 0.264 0.297 0.967
O 1.9405 -1.8609 -0.9099 -0.033 0.416 0.203
O 1.4636 1.0784 1.7645 0.606 1.385 0.644
O 1.2750 0.4687 -1.7356 0.122 -0.520 0.111
O -0.3060 0.6696 0.0270 1.060 -1.060 -0.999
H -1.5946 -1.0142 -0.2858 0.464 0.463 0.280
H -1.3306 0.0694 -1.5874 0.213 0.218 -3.300
H -2.1990 0.6747 -0.2355 -0.576 -0.313 -0.211
H 0.8526 -0.5490 1.7764 0.639 -1.719 -0.576
H 1.3937 -2.3318 1.5029 -0.167 1.076 0.225
H 1.8248 -0.3537 -2.0017 -0.989 1.160 0.495
```
Forces are in eV/Å.

* HOMO: -10.50 eV
* relative energy (zero: lowest compared OMol25 entry of this formula, charge and spin): 0.382 eV
* orbital gap: 0.3940 hartree

(10)
Below is C3H6N2OS in the gas phase, with properties calculated with wB97M-V/def2-TZVPD.

Structure (XYZ):
```
13
Properties=species:S:1:pos:R:3:forces:R:3
C 0.7823 0.2258 0.0286 -1.575 -4.829 -1.530
C -1.5822 0.2389 0.7948 -0.272 -4.679 2.491
C -1.8742 0.1509 -0.5954 -0.695 -3.051 -3.053
H 3.1571 0.4568 -0.4892 -0.538 -3.364 2.495
H 1.5961 -1.8649 -0.4543 -0.676 4.652 2.141
H -1.9673 -0.3742 1.7889 0.699 1.119 -3.149
H -1.2580 1.1250 1.0769 0.992 4.432 1.544
H -2.0015 1.0690 -1.2889 0.275 -1.706 1.352
H -2.4793 -0.9893 -0.9314 1.776 4.096 0.709
N 1.6758 -0.7568 0.0473 1.614 -7.159 -1.440
N -0.5002 -0.3291 -0.0991 -2.498 -0.684 0.903
O 3.0513 -0.5706 0.1328 -0.640 4.068 -2.484
S 1.3999 1.6185 -0.0111 1.538 7.105 0.022
```
Forces are in eV/Å.

* HOMO: -8.90 eV
* relative energy (zero: lowest compared OMol25 entry of this formula, charge and spin): 7.727 eV
* orbital gap: 0.3543 hartree

(11)
Below is C3H6N2OS in the gas phase, with properties calculated with wB97M-V/def2-TZVPD.

Structure (XYZ):
```
13
Properties=species:S:1:pos:R:3:forces:R:3
C -1.1723 -0.1989 0.2057 0.033 -1.188 0.806
C 1.8622 -0.2524 -0.1005 0.471 1.977 0.650
C -2.3707 0.0909 -0.5976 -0.404 -0.277 0.898
N -0.2591 0.7921 0.2914 0.805 2.317 -0.747
N 1.0325 0.6861 0.2360 -0.357 -1.431 -0.119
O -1.1596 -1.2488 0.8176 0.885 -0.647 0.277
S 3.5788 -0.0822 0.1217 -0.124 0.116 0.095
H 1.4068 -1.0890 -0.3758 -1.369 -3.887 -1.124
H -3.2086 -0.2047 0.0247 -0.333 0.119 -0.213
H -2.2970 -0.5730 -1.4118 -0.211 -0.894 -1.187
H -2.4324 1.0700 -0.9593 -0.187 1.507 -0.380
H 1.5446 1.5082 0.3541 0.353 2.269 0.950
H 3.4748 -0.4983 1.3937 0.438 0.020 0.095
```
Forces are in eV/Å.

* HOMO: -8.70 eV
* relative energy (zero: lowest compared OMol25 entry of this formula, charge and spin): 3.778 eV
* orbital gap: 0.3185 hartree

(12)
Below is C3H6N2OS in the gas phase, with properties calculated with wB97M-V/def2-TZVPD.

Structure (XYZ):
```
13
Properties=species:S:1:pos:R:3:forces:R:3
C -2.1967 -0.1738 -0.2258 0.801 1.042 0.906
C 0.1319 -0.6819 -0.2607 0.233 0.753 2.293
C 0.1605 0.4015 0.9339 0.573 1.022 -4.611
N -1.2714 -1.0493 -0.4192 0.176 0.721 -0.320
N -0.5910 1.6028 0.5446 -0.165 -1.666 0.301
O -0.1178 2.0951 -0.6563 -0.863 1.653 0.754
S -3.6782 0.2207 0.0133 -1.341 -0.066 -0.291
H 0.5226 -0.1406 -1.0949 0.306 -0.233 -0.918
H 0.6490 -1.6209 -0.0205 0.296 0.548 -0.158
H -0.4151 0.0639 1.6672 -2.076 -1.780 3.512
H 1.1075 0.7377 1.2954 1.100 -0.271 -0.041
H -1.5076 -1.9612 -0.7394 -0.053 -0.890 -0.230
H -0.6233 2.9459 -0.5444 1.013 -0.834 -1.197
```
Forces are in eV/Å.

* HOMO (spin up / spin down): -6.72 / -8.19 eV
* relative energy (zero: lowest compared OMol25 entry of this formula, charge and spin): 5.934 eV
* orbital gap (spin up / spin down): 0.2708 / 0.3101 hartree